DFT (ωB97M-V with the def2-TZVPD basis set) results for 13 unconnected molecules or ions with the total composition C4H32NO14S at a distorted geometry.

Summary:
* energy: -1677.89318 a.u.
* Kohn-Sham gap: 8.518 eV
* net charge: -1

Each line ends with the Löwdin charge.
CARTESIAN COORDINATES (ANGSTROEM)
S  -1.8375  -3.5112  -0.3890  0.628
O  4.8363  -0.5331  -0.7220  -0.077
O  0.1824  -0.1858  -0.6434  -0.021
O  -0.5674  4.0152  2.4166  -0.025
O  -1.7110  0.8522  -0.1174  -0.084
O  0.9775  -3.6252  -2.4918  -0.037
O  -4.0101  1.7187  0.7633  -0.082
O  0.8550  3.0390  0.2980  -0.066
O  2.6927  0.5479  0.5003  -0.122
O  1.0621  2.9741  -2.5756  -0.140
O  0.9840  0.1412  -3.1517  -0.060
O  -2.3671  2.1094  2.6976  -0.033
O  3.1522  -1.3441  -2.5772  -0.151
O  -1.8319  0.5875  -2.8520  -0.082
O  0.1529  1.6752  3.7278  -0.088
N  0.2477  -1.9598  1.3278  -0.094
C  1.2510  -1.6394  2.3869  -0.093
C  -0.8106  -0.0448  0.0614  -0.552
C  -2.1768  -2.3097  1.0055  -0.481
C  -0.9859  -1.1754  1.3078  -0.211
H  -0.4726  -3.7033  -0.0574  -0.127
H  0.4633  1.5974  2.7985  0.030
H  0.6310  -1.8123  0.4974  -0.003
H  2.1226  0.0730  -0.2495  0.090
H  -2.9949  -1.7780  0.4416  0.028
H  4.1356  -0.7926  -0.0006  0.091
H  1.5305  -0.6393  2.4655  0.018
H  -1.3644  0.5579  -1.9833  -0.010
H  -3.5997  2.0823  -0.0188  0.042
H  2.1717  1.3739  0.6127  0.023
H  -2.8324  1.9858  3.4225  -0.018
H  2.1488  -2.0533  2.0899  0.042
H  -1.1534  -0.6911  2.2296  0.092
H  3.7397  -1.3917  -1.6685  0.072
H  0.9913  3.3469  -1.5969  0.054
H  -0.6950  1.3292  3.3216  0.032
H  0.1087  2.4833  0.1022  0.014
H  -1.2208  3.4250  2.2171  -0.056
H  0.7770  -2.6894  -2.4759  0.025
H  -2.6218  -2.8967  1.9686  0.100
H  0.4544  2.2219  -2.3929  -0.005
H  1.4528  -0.4640  -2.6189  -0.049
H  1.5680  -3.9326  -1.8558  -0.003
H  4.6817  0.3786  -0.7556  0.013
H  -3.6028  0.7999  0.5987  0.082
H  1.0701  -1.8465  3.4808  0.098
H  0.0934  3.4502  2.7998  0.005
H  2.9040  -2.3295  -2.6230  0.051
H  -1.2262  0.9219  -3.4923  -0.009
H  -2.7574  2.0542  1.7656  0.042
H  1.6396  0.3548  -3.8221  0.053
H  0.5963  3.7205  0.9793  0.056


DFT (ωB97M-V with the def2-TZVPD basis set) results for 14 unconnected molecules or ions with the total composition C4H32NO15S at a distorted geometry.

Summary:
* energy: -1753.17595 a.u.
* Kohn-Sham gap: 7.283 eV
* net charge: -1

Each line ends with the Löwdin charge.
CARTESIAN COORDINATES (ANGSTROEM)
S  1.6046  -1.8710  2.3900  0.413
O  2.5984  2.6348  0.3058  -0.063
O  -2.3887  -3.5472  -0.9435  -0.069
O  -1.8035  2.1390  -3.7738  -0.066
O  -0.5191  -0.1245  4.4176  -0.097
O  -1.0893  -4.1804  1.6046  -0.088
O  -0.7959  2.3474  2.8664  -0.057
O  1.8839  1.3687  3.1235  -0.086
O  3.0422  -0.1964  -0.1330  -0.066
O  1.0672  0.2676  -1.8855  0.005
O  -3.1197  1.9933  0.9906  -0.068
O  3.3869  1.3337  -2.3810  -0.087
O  0.9385  2.2448  -3.2614  -0.071
O  1.0172  -2.8229  -3.5775  -0.054
O  -2.7350  2.0190  -1.1768  -0.062
O  -2.4626  -0.7299  0.0880  0.059
N  -1.1909  0.0787  -1.5057  0.158
C  -0.0731  0.3517  -2.2492  -0.283
C  -1.3300  -0.3546  -0.1584  -0.400
C  -0.1721  -0.2515  0.7715  -0.137
C  0.3455  -1.6807  1.0949  -0.670
H  -2.6810  1.1267  1.0113  0.020
H  0.7892  -1.8766  -3.5544  0.021
H  2.2927  1.7598  0.5595  -0.013
H  1.7499  1.7362  -3.1933  0.010
H  2.6257  0.8047  -2.0792  -0.024
H  2.2325  -0.7079  -0.2575  0.000
H  1.6019  0.4770  3.3557  -0.063
H  0.9230  -1.9569  0.2052  0.045
H  -3.5385  2.5014  -1.1054  0.062
H  -0.1436  -4.1989  1.8010  0.027
H  3.3746  2.8473  0.8433  0.043
H  -0.5687  0.1564  1.6958  0.089
H  -0.0971  2.8886  3.2395  0.036
H  -1.4649  -3.5655  2.2581  0.058
H  3.0663  -0.2740  0.7999  -0.027
H  -1.4149  -0.3970  4.2136  0.040
H  -0.2902  0.6377  -3.2667  0.123
H  0.5688  0.3884  0.3372  0.087
H  -0.0160  -0.9086  4.1046  -0.032
H  -2.8877  2.4614  1.8075  0.055
H  -1.6839  -3.5003  -0.2906  -0.016
H  3.8995  1.4449  -1.5804  0.020
H  -2.0485  0.2313  -1.9860  0.119
H  -2.8221  1.3141  -0.5551  -0.015
H  -1.5367  2.9764  -3.4287  0.023
H  -2.0043  1.7254  -2.9083  -0.012
H  -2.9191  -2.8431  -0.5446  0.013
H  0.8691  2.7828  -2.4664  0.065
H  -0.6283  1.5060  3.2602  -0.042
H  -0.5200  -2.3303  1.1087  0.008
H  2.2217  1.7010  3.9658  0.047
H  0.2660  -3.2365  -3.1486  0.024